Entry 1:
DFT (ωB97M-V with the def2-TZVPD basis set) results for a cluster of 2 separate species, C9H15B in total.

The geometry in XYZ format:
```
25
Properties=species:S:1:pos:R:3:mulliken_charge:R:1
B -0.96 0.00 0.35 -0.12
C -1.70 -1.31 0.46 -0.39
C -2.92 -1.24 -0.19 -0.40
C -3.62 -0.03 -0.28 -0.11
C -3.08 1.20 0.00 -0.48
C -1.58 1.37 0.35 -0.41
C 2.41 0.53 1.29 -1.57
C 2.29 -1.51 -0.31 -1.07
C 1.91 0.69 -1.32 -1.78
C 2.04 -0.07 0.00 1.18
H -1.43 -2.37 0.60 0.33
H -3.52 -2.04 -0.53 0.43
H -4.69 -0.22 -0.65 0.21
H -3.46 2.20 0.10 0.38
H -1.47 1.60 1.54 0.22
H -1.01 2.13 -0.24 0.33
H 3.43 0.34 1.39 0.49
H 2.00 0.05 2.06 0.45
H 2.13 1.67 1.46 0.25
H 1.48 -2.14 0.03 0.19
H 3.21 -1.94 0.35 0.28
H 2.51 -1.69 -1.36 0.36
H 1.33 0.24 -1.99 0.49
H 1.71 1.75 -1.34 0.37
H 3.00 0.81 -1.76 0.37
```

The gap between HOMO and LUMO (spin up / spin down) is 6.4 / 6.8 eV. For the energy above the lowest of the compared OMol25 structures with the same formula, charge and spin, the calculation gives 107.4 kcal per mole. As for the calculated total energy: -10245.9821 eV. As for the spin multiplicity: 1. The value obtained for the HOMO energy (spin up / spin down) is -6.4 / -6.7 eV.

***

Entry 2:
DFT (ωB97M-V with the def2-TZVPD basis set) results for a structure of composition C5H10O3Tb.

The geometry in XYZ format:
```
19
Properties=species:S:1:pos:R:3:mulliken_charge:R:1
O -0.78 -2.55 -1.44 -0.62
C -0.84 -1.46 -2.33 -0.51
C -0.30 -0.19 -1.68 -0.51
O -1.33 0.15 -0.65 -0.32
C -1.03 1.26 0.16 -0.48
C 0.35 1.14 0.80 -0.46
O 0.45 -0.14 1.45 -0.35
C 1.55 -0.23 2.34 -0.77
Tb 0.01 -1.69 -0.03 1.62
H -1.89 -1.32 -2.68 0.25
H -0.23 -1.63 -3.24 0.27
H -0.21 0.65 -2.38 0.40
H -1.82 1.38 0.91 0.35
H -1.02 2.18 -0.45 0.36
H 0.48 1.93 1.55 0.49
H 1.40 0.48 3.17 0.31
H 1.59 -1.25 2.73 0.32
H 2.50 0.01 1.83 0.37
H 1.11 1.27 -0.05 0.27
```

The gap between HOMO and LUMO (spin up / spin down) is 7.5 / 8.3 eV. For the energy above the lowest of the compared OMol25 structures with the same formula, charge and spin, the calculation gives 8.0 kcal per mole. Its net charge is +1. As for the calculated total energy: -33915.1359 eV. As for the spin multiplicity: 7. The value obtained for the HOMO energy (spin up / spin down) is -12.0 / -12.0 eV.

***

Entry 3:
DFT (ωB97M-V with the def2-TZVPD basis set) results for a structure of composition C36H65BF4N2ORhSSi2Te.

The geometry in XYZ format:
```
114
Properties=species:S:1:pos:R:3:mulliken_charge:R:1
Rh 0.63 0.02 -0.37 2.47
C 2.16 0.94 -2.19 -0.44
C 2.94 0.41 -1.13 0.54
C 2.58 -0.99 -1.01 -0.63
C 1.55 -1.22 -2.00 0.13
C 1.29 -0.04 -2.73 -0.27
C 0.37 0.10 -3.92 1.87
C 0.89 -0.80 -5.04 -1.74
C -1.05 -0.33 -3.54 -1.81
C 0.34 1.55 -4.41 -1.93
C 3.24 -2.17 -0.27 2.26
C 3.09 -2.12 1.26 -1.43
C 4.73 -2.26 -0.63 -1.75
C 2.62 -3.49 -0.76 -2.08
C 4.02 1.29 -0.49 2.65
C 3.57 2.76 -0.53 -2.66
C 4.33 0.97 0.97 -1.92
C 5.30 1.21 -1.34 -1.77
H 2.17 1.97 -2.50 0.52
H 1.12 -2.18 -2.23 0.57
H 0.91 -1.85 -4.72 0.30
H 1.89 -0.51 -5.34 0.36
H 0.24 -0.73 -5.91 0.46
H -1.08 -1.38 -3.26 0.28
H -1.73 -0.19 -4.38 0.53
H -1.44 0.26 -2.70 0.18
H 1.33 1.88 -4.73 0.36
H -0.02 2.23 -3.64 0.26
H -0.32 1.63 -5.28 0.48
H 3.77 -1.43 1.73 0.14
H 3.29 -3.11 1.68 0.59
H 2.08 -1.81 1.56 -0.27
H 5.30 -1.45 -0.18 0.28
H 4.88 -2.23 -1.71 0.31
H 5.14 -3.19 -0.25 0.51
H 1.54 -3.55 -0.58 0.28
H 3.09 -4.32 -0.23 0.48
H 2.78 -3.64 -1.83 0.40
H 2.61 2.90 -0.04 0.42
H 3.50 3.15 -1.55 0.45
H 4.31 3.38 -0.02 0.63
H 3.42 0.89 1.57 0.12
H 4.94 1.77 1.39 0.58
H 4.91 0.06 1.07 0.41
H 5.09 1.49 -2.38 0.37
H 5.73 0.21 -1.35 0.24
H 6.05 1.89 -0.95 0.49
F -2.43 -0.58 2.46 -0.16
B -1.90 0.44 1.65 -0.26
F -2.01 0.01 0.29 -0.27
F -0.47 0.47 1.92 -0.02
F -2.45 1.66 1.86 -0.28
C 1.61 6.66 -1.46 -0.81
C 0.12 6.73 -1.14 -0.73
C -0.52 5.36 -0.96 -0.42
N 0.02 4.73 0.24 0.11
C 0.21 3.43 0.42 0.60
S -0.30 2.31 -0.75 -0.63
N 0.83 2.97 1.55 0.65
C 1.72 3.56 2.47 0.36
O 2.43 2.83 3.11 -0.55
C 1.73 5.04 2.64 -0.24
C 0.63 5.68 3.22 0.13
C 0.65 7.05 3.41 -0.52
C 1.77 7.79 3.03 -0.54
C 2.86 7.15 2.46 -0.71
C 2.85 5.77 2.28 -0.29
H 2.03 7.65 -1.60 0.38
H 1.78 6.08 -2.37 0.29
H 2.16 6.17 -0.65 0.07
H -0.41 7.24 -1.95 0.41
H -0.05 7.34 -0.25 0.34
H -0.30 4.71 -1.81 0.29
H -1.60 5.44 -0.87 0.30
H 0.25 5.35 1.01 -0.16
H 0.79 1.96 1.66 -0.66
H -0.24 5.10 3.52 0.44
H -0.19 7.55 3.87 0.43
H 1.78 8.86 3.17 0.43
H 3.73 7.72 2.17 0.44
H 3.71 5.26 1.86 0.48
C -4.44 -5.15 -0.50 -1.09
Si -2.65 -4.66 -0.45 0.16
C -1.56 -6.08 0.07 -1.01
C -2.06 -3.97 -2.09 -0.38
C -2.51 -3.25 0.83 -0.73
Te -0.57 -2.51 1.05 -1.13
C 0.11 -3.88 2.49 -0.51
Si -0.03 -3.26 4.31 0.18
C 0.83 -1.61 4.42 -0.74
C -1.84 -3.13 4.71 -0.87
C 0.83 -4.56 5.33 -1.12
H -4.61 -5.93 -1.24 0.34
H -5.08 -4.30 -0.76 0.34
H -4.77 -5.54 0.47 0.32
H -1.65 -6.89 -0.64 0.40
H -1.84 -6.47 1.05 0.33
H -0.50 -5.81 0.11 0.30
H -1.85 -4.77 -2.80 0.50
H -1.14 -3.39 -1.98 -0.42
H -2.81 -3.31 -2.54 0.36
H -2.82 -3.56 1.83 0.50
H -3.10 -2.38 0.54 0.52
H 1.15 -4.08 2.24 0.42
H -0.48 -4.78 2.34 0.52
H 0.36 -0.84 3.80 0.01
H 1.88 -1.68 4.13 0.24
H 0.80 -1.25 5.45 0.51
H -2.34 -2.38 4.09 0.21
H -1.97 -2.83 5.75 0.40
H -2.35 -4.09 4.58 0.30
H 1.89 -4.65 5.05 0.34
H 0.37 -5.54 5.21 0.34
H 0.79 -4.29 6.38 0.34
```

The gap between HOMO and LUMO (spin up / spin down) is 8.1 / 6.0 eV. For the energy above the lowest of the compared OMol25 structures with the same formula, charge and spin, the calculation gives 2.9 kcal per mole. Its net charge is +1. As for the calculated total energy: -91855.3077 eV. As for the spin multiplicity: 5. The value obtained for the HOMO energy (spin up / spin down) is -10.0 / -11.1 eV.

***

Entry 4:
DFT (ωB97M-V with the def2-TZVPD basis set) results for a structure of composition C24H18AuF6N3O4S2Se2Te.

The geometry in XYZ format:
```
61
Properties=species:S:1:pos:R:3:mulliken_charge:R:1
Au -0.65 -1.33 -1.46 0.79
F -2.00 3.83 0.18 -0.18
C -2.16 3.65 -1.13 0.64
F -3.30 4.18 -1.52 -0.18
F -1.14 4.18 -1.78 -0.19
S -2.18 1.82 -1.48 1.05
O -0.99 1.34 -0.71 -0.25
O -2.04 1.62 -2.88 -0.72
N -3.57 1.38 -0.88 -0.54
S -3.59 0.19 0.14 1.12
O -3.14 0.56 1.47 -0.69
O -2.93 -1.00 -0.38 -0.58
C -5.40 -0.23 0.31 0.36
F -5.44 -1.31 1.07 -0.17
F -6.03 0.77 0.88 -0.16
F -5.91 -0.49 -0.88 -0.17
Se 1.54 -3.53 -2.71 -0.01
Se 2.08 -3.34 -0.46 0.16
C 0.37 -3.74 0.34 0.35
C 0.36 -4.63 1.40 -0.61
C -0.86 -5.03 1.94 -0.38
C -2.03 -4.55 1.37 -0.81
C -1.94 -3.64 0.33 -0.43
N -0.76 -3.22 -0.15 -0.14
C 1.76 -1.69 -3.24 0.12
C 2.86 -1.33 -4.01 -0.56
C 2.95 -0.04 -4.50 -0.36
C 1.94 0.86 -4.23 -0.71
C 0.87 0.44 -3.46 -0.34
N 0.79 -0.80 -2.96 -0.13
H 1.29 -5.04 1.77 0.44
H -0.88 -5.73 2.76 0.46
H -2.99 -4.87 1.72 0.48
H -2.82 -3.24 -0.14 0.62
H 3.61 -2.07 -4.24 0.47
H 3.80 0.25 -5.10 0.47
H 1.95 1.87 -4.61 0.50
H 0.03 1.09 -3.24 0.52
Te -0.36 0.01 1.10 1.61
C -0.15 1.86 1.97 0.91
C -0.86 2.04 3.16 -0.63
C -0.65 3.21 3.89 -0.83
C 0.21 4.17 3.41 -0.49
C 0.89 4.00 2.20 -0.69
C 0.73 2.84 1.48 -0.22
C 1.72 -0.10 0.77 1.23
C 2.42 0.36 -0.32 -0.35
C 3.81 0.24 -0.32 -0.80
C 4.45 -0.34 0.77 -0.70
C 3.73 -0.78 1.86 -0.74
C 2.34 -0.67 1.88 -1.10
H -1.57 1.31 3.50 0.43
H -1.19 3.36 4.82 0.45
H 0.37 5.08 3.98 0.44
H 1.55 4.77 1.84 0.46
H 1.27 2.69 0.55 0.36
H 1.92 0.83 -1.16 0.56
H 4.38 0.61 -1.16 0.49
H 5.53 -0.44 0.76 0.46
H 4.23 -1.21 2.72 0.47
H 1.79 -1.01 2.74 0.44
```

The gap between HOMO and LUMO is 5.0 eV. For the energy above the lowest of the compared OMol25 structures with the same formula, charge and spin, the calculation gives 0.0 kcal per mole. Its net charge is +2. As for the calculated total energy: -217475.2085 eV. As for the spin multiplicity: 1. The value obtained for the HOMO energy is -14.1 eV.

***

Entry 5:
DFT (ωB97M-V with the def2-TZVPD basis set) results for the molecule C22H30N2O2.

The geometry in XYZ format:
```
56
Properties=species:S:1:pos:R:3:mulliken_charge:R:1
C 1.09 2.10 -6.23 -0.43
C 1.77 2.91 -5.34 -0.60
C 1.40 2.93 -4.00 -0.28
C 0.35 2.14 -3.55 0.50
C -0.03 2.17 -2.09 -0.24
O 1.07 2.13 -1.21 -0.37
C 1.82 0.94 -1.27 -0.13
C 2.75 0.89 -0.05 -1.46
N 2.21 0.30 1.15 -0.05
C 2.10 -1.14 1.13 -0.33
C 1.75 -1.63 2.54 -1.13
N 0.48 -1.07 2.94 0.74
C -0.03 -1.59 4.19 -1.13
C -1.57 -1.52 4.23 -0.47
O -2.22 -2.66 3.72 -0.47
C -1.92 -3.00 2.39 -0.73
C -2.30 -1.98 1.34 0.73
C -1.60 -1.93 0.15 -0.41
C -1.95 -1.02 -0.84 -0.28
C -3.00 -0.14 -0.63 -0.40
C -3.70 -0.19 0.56 -0.78
C -3.37 -1.11 1.53 -0.45
C 0.60 0.38 2.96 -1.39
C 0.94 0.88 1.56 -0.13
C -0.32 1.32 -4.45 -0.33
C 0.04 1.31 -5.78 -0.61
H 1.37 2.09 -7.27 0.38
H 2.58 3.53 -5.68 0.38
H 1.92 3.56 -3.30 0.41
H -0.72 1.34 -1.86 -0.18
H -0.54 3.12 -1.86 0.42
H 2.41 0.91 -2.20 0.55
H 1.15 0.06 -1.28 0.24
H 3.66 0.33 -0.31 0.43
H 3.03 1.92 0.18 0.48
H 3.06 -1.56 0.83 0.51
H 1.32 -1.49 0.44 0.00
H 1.67 -2.72 2.53 0.54
H 2.56 -1.34 3.23 0.31
H 0.26 -2.64 4.29 0.47
H 0.37 -1.04 5.06 0.43
H -1.91 -1.46 5.27 0.37
H -1.89 -0.62 3.69 0.30
H -2.49 -3.92 2.21 0.41
H -0.85 -3.23 2.28 0.25
H -0.77 -2.61 -0.02 0.23
H -1.40 -1.01 -1.77 0.41
H -3.26 0.58 -1.39 0.43
H -4.53 0.49 0.72 0.42
H -3.94 -1.17 2.45 0.49
H -0.36 0.82 3.27 0.51
H 1.38 0.70 3.67 0.32
H 1.04 1.97 1.57 0.53
H 0.12 0.61 0.88 -0.08
H -1.13 0.70 -4.10 0.32
H -0.49 0.67 -6.48 0.39
```

The gap between HOMO and LUMO is 9.2 eV. For the energy above the lowest of the compared OMol25 structures with the same formula, charge and spin, the calculation gives 65.8 kcal per mole. As for the calculated total energy: -30375.0805 eV. As for the spin multiplicity: 1. As for the SMILES: c1ccc(COCCN2CCN(CCOCc3ccccc3)CC2)cc1. The value obtained for the HOMO energy is -8.4 eV.

***

Entry 6:
DFT (ωB97M-V with the def2-TZVPD basis set) results for a structure of composition C29H36N6O2Pb.

The geometry in XYZ format:
```
74
Properties=species:S:1:pos:R:3:mulliken_charge:R:1
Pb -1.19 -0.10 -1.23 1.25
C 2.82 1.09 -3.36 -1.48
C 1.51 1.26 -2.63 0.94
O 0.78 0.22 -2.53 -0.72
C 1.19 2.53 -2.15 -1.21
C -0.02 2.97 -1.59 1.15
C -0.15 4.45 -1.35 -1.20
N -1.05 2.19 -1.29 -0.04
N -2.17 2.88 -0.83 -0.57
C -3.21 2.12 -0.68 0.57
O -3.28 0.85 -0.89 -0.90
C -4.46 2.81 -0.23 0.35
C -4.43 4.08 0.34 -0.32
C -5.60 4.70 0.75 -0.62
C -6.82 4.05 0.59 -0.36
C -6.86 2.78 0.03 -0.57
C -5.69 2.16 -0.37 -0.41
H 3.06 0.03 -3.43 0.31
H 3.63 1.61 -2.86 0.38
H 2.74 1.49 -4.37 0.36
H 1.94 3.29 -2.32 0.19
H 0.81 4.94 -1.49 0.35
H -0.54 4.65 -0.36 0.29
H -0.88 4.88 -2.05 0.29
H -3.47 4.58 0.45 0.40
H -5.56 5.68 1.20 0.38
H -7.74 4.54 0.91 0.38
H -7.81 2.28 -0.10 0.38
H -5.70 1.17 -0.80 0.40
N -0.73 0.34 1.24 -0.28
C -0.51 0.51 2.36 0.32
N -0.26 0.71 3.62 -0.04
C -0.57 1.99 4.28 -0.87
C 0.71 2.62 4.80 -0.50
C 1.48 1.65 5.69 -0.79
C 1.77 0.35 4.95 -0.42
C 0.48 -0.27 4.42 -0.52
H -1.26 1.78 5.10 0.31
H -1.08 2.63 3.56 0.48
H 0.46 3.53 5.35 0.35
H 1.34 2.91 3.95 0.30
H 0.89 1.43 6.59 0.33
H 2.41 2.10 6.03 0.34
H 2.27 -0.37 5.60 0.37
H 2.43 0.55 4.10 0.24
H -0.16 -0.58 5.25 0.33
H 0.68 -1.15 3.80 0.16
N 1.23 -2.88 -1.62 0.36
C 1.15 -3.45 -2.63 0.72
C 1.07 -4.39 -3.70 0.12
C 0.61 -4.00 -4.96 -0.39
C 0.54 -4.93 -5.98 -0.53
C 0.94 -6.24 -5.77 -0.39
C 1.40 -6.63 -4.52 -0.56
C 1.45 -5.72 -3.48 -0.51
H 0.32 -2.97 -5.12 0.50
H 0.18 -4.62 -6.96 0.39
H 0.89 -6.96 -6.58 0.38
H 1.71 -7.65 -4.35 0.37
H 1.80 -6.02 -2.50 0.39
C 2.61 -1.06 1.02 -1.20
C 2.21 -2.41 0.42 1.52
C 3.46 -3.12 -0.11 -1.69
C 1.52 -3.26 1.48 -1.61
N 1.25 -2.09 -0.65 -0.88
H 3.27 -1.20 1.88 0.46
H 1.72 -0.51 1.33 -0.08
H 3.13 -0.45 0.27 0.32
H 4.19 -3.24 0.69 0.42
H 3.91 -2.54 -0.92 0.40
H 3.21 -4.11 -0.49 0.34
H 2.17 -3.44 2.34 0.38
H 1.24 -4.23 1.06 0.41
H 0.61 -2.77 1.82 0.28
```

The gap between HOMO and LUMO is 7.1 eV. For the energy above the lowest of the compared OMol25 structures with the same formula, charge and spin, the calculation gives 0.0 kcal per mole. As for the calculated total energy: -48938.4022 eV. As for the spin multiplicity: 1. The value obtained for the HOMO energy is -6.6 eV.

***

Entry 7:
DFT (ωB97M-V with the def2-TZVPD basis set) results for a cluster of 2 separate species, CH3Cl2PS in total.

The geometry in XYZ format:
```
8
Properties=species:S:1:pos:R:3:mulliken_charge:R:1
C 1.12 1.31 -0.43 -0.53
P -2.10 -1.42 1.21 0.28
S 1.46 -0.09 0.66 -0.12
Cl -2.34 -0.90 -0.69 -0.14
Cl -1.39 -3.29 1.19 -0.13
H 1.65 1.08 -1.31 0.27
H 1.51 2.23 -0.05 0.27
H 0.09 1.08 -0.58 0.11
```

The gap between HOMO and LUMO (spin up / spin down) is 8.0 / 6.5 eV. For the energy above the lowest of the compared OMol25 structures with the same formula, charge and spin, the calculation gives 69.8 kcal per mole. As for the calculated total energy: -46253.2972 eV. As for the spin multiplicity: 1. The value obtained for the HOMO energy (spin up / spin down) is -9.2 / -8.3 eV.

***

Entry 8:
DFT (ωB97M-V with the def2-TZVPD basis set) results for a cluster of 2 separate species, CClFO in total.

The geometry in XYZ format:
```
4
Properties=species:S:1:pos:R:3:mulliken_charge:R:1
C -0.11 -0.53 -0.01 0.76
O -0.61 -0.40 1.03 -0.16
F 0.51 1.91 -0.57 -0.73
Cl 0.72 -1.12 -1.19 0.13
```

The gap between HOMO and LUMO (spin up / spin down) is 7.5 / 7.5 eV. For the energy above the lowest of the compared OMol25 structures with the same formula, charge and spin, the calculation gives 97.9 kcal per mole. As for the calculated total energy: -18320.1211 eV. As for the spin multiplicity: 1. The value obtained for the HOMO energy (spin up / spin down) is -9.4 / -9.4 eV.